A molecular structure, C23H30BBiF4O5. Source: OMol25; level of theory: ωB97M-V with the def2-TZVPD basis set.

Atoms and positions in Å:
C  0.32878  -0.14622  -3.24869
C  0.17848  -0.82784  -1.86823
C  -0.17480  1.30141  -3.10302
C  -0.86419  1.43000  -1.70010
H  -0.88478  1.48630  -3.91535
H  0.66154  1.99460  -3.23364
C  -0.97168  -0.13224  -1.20071
H  1.10220  -0.69260  -1.28676
H  0.00266  -1.90503  -2.01601
C  -1.30350  -0.75760  0.20047
H  -1.87229  -0.45790  -1.76289
H  -1.91158  1.72342  -1.88873
C  -0.24219  2.48713  -0.90495
C  1.76976  -0.28084  -3.73083
C  -0.42972  -0.85590  -4.38170
O  -0.98130  -0.26790  -5.29808
O  2.74629  -0.13848  -3.00047
O  1.86449  -0.57587  -5.03627
O  -0.41422  -2.19984  -4.32525
C  -1.00402  -2.75341  -5.51069
H  -0.93589  -3.83138  -5.38828
H  -0.43762  -2.41403  -6.38511
H  -2.04367  -2.42134  -5.60376
C  3.20747  -0.67052  -5.51333
H  3.76303  0.24570  -5.28299
H  3.11100  -0.80971  -6.58809
H  3.71634  -1.52688  -5.05447
O  -0.62154  -0.50555  1.40101
H  -1.17918  -1.85031  0.06424
H  -2.39090  -0.63949  0.38049
C  -1.09284  3.38055  -0.08128
C  1.22648  2.45304  -0.71849
H  1.72664  3.24339  -1.31713
H  1.71119  1.50715  -1.02209
H  1.48293  2.64466  0.33760
H  -0.59690  3.65727  0.86380
H  -2.06517  2.91182  0.16591
H  -1.32765  4.32059  -0.61022
Bi  -0.43814  0.60949  3.13734
C  -2.43556  -0.36649  4.50495
C  -3.35355  -0.53544  3.41120
C  -3.06782  -1.77828  2.79599
H  -4.15179  0.15340  3.13885
C  -1.97734  -2.38742  3.47193
C  -1.54000  -1.51123  4.50246
H  -0.77846  -1.71587  5.25454
H  -2.51610  0.36399  5.31189
H  -3.60475  -2.20602  1.95125
H  -1.54741  -3.36124  3.24093
C  2.36752  0.58922  2.68913
C  1.84261  -0.27696  3.73670
C  1.66108  -1.58484  3.15248
H  1.80763  -0.04629  4.80050
C  2.06243  -1.51815  1.80697
C  2.50562  -0.19411  1.51687
H  2.92409  0.13184  0.56538
H  2.70293  1.61905  2.82604
H  1.33504  -2.47330  3.69698
H  2.07118  -2.34258  1.09433
F  0.27366  2.78330  4.98860
B  -0.14684  2.16937  6.22138
F  0.19464  0.75217  6.09646
F  0.50990  2.72215  7.32063
F  -1.55419  2.27805  6.33034

Output
E_LUMO (alpha / beta): 3.94 / 3.95 eV
HOMO-LUMO gap (alpha / beta): 3.209 / 1.981 eV
molecular weight: 682.27 g/mol
HOMO (alpha / beta): 0.0268 / 0.0722 hartree
charge: -2
DFT total energy: -1909.6228 hartree